# 1
DFT (ωB97M-V/def2-TZVPD) results for one molecule with the formula C5H7F2N.

Cartesian coordinates (Å):
C: -1.402 -1.058 -0.111
C: 0.003 -0.962 0.049
C: 0.321 1.292 -0.591
C: -2.340 -0.118 0.046
C: 2.091 0.092 0.439
N: 0.723 0.164 -0.049
F: -3.649 -0.370 -0.127
F: -2.195 1.158 0.423
H: -1.796 -2.043 -0.314
H: 0.550 -1.871 0.234
H: 0.956 2.154 -0.552
H: -0.597 1.342 -1.133
H: 2.735 -0.355 -0.318
H: 2.457 1.091 0.662
H: 2.142 -0.515 1.341

Output
LUMO energy ... 0.844 eV
Total charge ... 0
E ... -449.09918 a.u.
ΔE to the lowest compared entry with this formula, charge and spin ... 2.071 eV
Gap between HOMO and LUMO ... 7.386 eV

The molecule's natural (NBO) atomic charges, reported in e, are given here: -0.405, -0.201, -0.295, 0.698, -0.402, -0.230, -0.324, -0.314, 0.243, 0.196, 0.186, 0.200, 0.215, 0.218, 0.216

***

# 2
DFT (ωB97M-V/def2-TZVPD) results for C19H13F3FeN4O2S as an isolated structure.

Cartesian coordinates (Å):
Fe: -0.626 -0.277 -0.982
O: 3.715 -0.818 -0.922
C: 3.997 0.488 -1.051
C: 5.350 0.832 -1.095
C: 5.731 2.147 -1.233
C: 4.777 3.166 -1.328
C: 3.445 2.841 -1.283
C: 3.025 1.505 -1.147
C: 1.601 1.223 -1.117
O: 1.210 -0.041 -1.023
N: 0.723 2.203 -1.124
N: -0.520 1.666 -1.135
C: -1.570 2.302 -0.757
C: -2.788 1.493 -0.710
C: -4.001 2.019 -0.310
C: -5.099 1.163 -0.275
C: -4.929 -0.174 -0.596
C: -3.658 -0.639 -0.908
N: -2.605 0.173 -0.960
H: 2.753 -0.937 -0.960
H: 6.077 0.036 -1.023
H: 6.784 2.391 -1.271
H: 5.086 4.196 -1.437
H: 2.689 3.610 -1.353
H: -1.556 3.324 -0.392
H: -4.090 3.065 -0.052
H: -6.073 1.538 0.008
H: -5.758 -0.866 -0.586
H: -3.465 -1.685 -1.111
F: -0.541 -5.054 0.380
C: -0.821 -4.624 1.613
F: -2.053 -5.057 1.932
F: 0.039 -5.198 2.464
C: -0.750 -3.122 1.714
C: -0.722 -2.516 2.959
C: -0.666 -1.131 3.084
C: -0.649 -0.368 1.936
N: -0.698 -0.968 0.746
C: -0.726 -2.299 0.591
S: -0.688 -2.528 -1.133
H: -0.731 -3.136 3.847
H: -0.626 -0.659 4.054
H: -0.589 0.713 1.946

Output
<S²> ... 0.783
LUMO energy (spin up / spin down) ... -5.226 / -4.906 eV
Total charge ... +1
E ... -3062.64780 a.u.
2S+1 ... 2
Gap between HOMO and LUMO (spin up / spin down) ... 5.800 / 6.115 eV

The molecule's natural (NBO) atomic charges, reported in e, are given here: 1.120, -0.648, 0.377, -0.278, -0.127, -0.257, -0.129, -0.218, 0.601, -0.727, -0.391, -0.298, 0.086, 0.151, -0.206, -0.110, -0.232, 0.093, -0.484, 0.508, 0.238, 0.227, 0.228, 0.235, 0.232, 0.248, 0.246, 0.252, 0.239, -0.302, 0.982, -0.311, -0.306, -0.198, -0.071, -0.259, 0.074, -0.415, 0.108, -0.011, 0.254, 0.252, 0.225